No. 1
Density functional theory data (ωB97M-V/def2-TZVPD) for an isolated molecule of C5H12N2O at a distorted geometry.

* SMILES: CC[C@@H](C=O)NCN
* E_LUMO: 0.884 eV
* frontier orbital gap: 0.349 Eh

Atoms and positions in Å:
C 1.7252 -0.3212 1.7064
C 0.3663 -0.8530 1.2967
C 0.1294 -0.7294 -0.1814
C -0.1840 -2.0413 -0.8840
O -1.3264 -2.3433 -0.9798
N -0.8562 0.3061 -0.3128
C -0.6308 1.4016 -1.2291
N -1.2817 2.6777 -0.9221
H 1.7225 0.7410 2.0156
H 2.4881 -0.6328 0.9634
H 1.9018 -1.0080 2.5435
H -0.4292 -0.3660 1.9778
H 0.2355 -1.8757 1.6080
H 1.2264 -0.4724 -0.5989
H 0.7150 -2.5227 -1.5005
H -1.7797 -0.1613 -0.2875
H -0.7068 1.2040 -2.4011
H 0.5854 1.4087 -1.2020
H -2.0362 2.9322 -1.5669
H -1.8646 2.6560 -0.0451

Atoms 1-2, force components in eV/Å:
0.2 -1.4 0.9
-1.0 0.0 1.7

natural (NBO) population analysis, charges in e, atoms 1 to 6:
1 C -0.615
2 C -0.393
3 C -0.159
4 C 0.447
5 O -0.518
6 N -0.661

No. 2
Density functional theory data (ωB97M-V/def2-TZVPD) for a cluster of 7 separate species, C23H48BF2O18 in total.

* E_LUMO: 1.737 eV
* frontier orbital gap: 0.232 Eh
* total charge: -1

Atoms and positions in Å:
C 7.6450 -0.2847 -1.7533
C 7.2002 0.5913 -0.5862
F 8.4252 0.9759 0.0994
B 6.3601 1.9492 -0.9658
C 5.1869 1.7519 -2.1104
C 3.7842 1.3902 -1.5737
C 3.4888 -0.1018 -1.4922
F 4.6352 -0.8977 -1.4120
H 7.5534 0.2147 -2.7139
H 8.6951 -0.5356 -1.6099
H 7.0981 -1.2237 -1.7714
H 6.6902 -0.0247 0.1536
H 7.1596 2.8077 -1.3278
H 5.8306 2.3626 0.0706
H 5.4389 1.0367 -2.8990
H 5.0677 2.7108 -2.6146
H 3.6058 1.8720 -0.6173
H 3.0426 1.7972 -2.2659
H 2.8712 -0.2953 -0.6147
H 2.9422 -0.4154 -2.3818
C -0.6403 5.1174 0.5198
O -0.4151 4.7996 1.8953
C 0.4563 3.8013 2.0742
O 1.0185 3.1975 1.2020
O 0.5950 3.5934 3.3854
C 1.4974 2.5294 3.7075
H -1.3626 5.9284 0.4999
H 0.2841 5.4391 0.0439
H -1.0513 4.2611 -0.0107
H 2.4942 2.7408 3.3257
H 1.1366 1.5856 3.3034
H 1.5247 2.4723 4.7921
C 3.0779 -4.2612 -1.0186
O 2.3747 -4.7734 -2.1590
C 1.2890 -4.0752 -2.4764
O 0.8826 -3.0982 -1.9046
O 0.7240 -4.6363 -3.5512
C -0.4475 -3.9587 -4.0022
H 3.9363 -4.9070 -0.8610
H 3.4229 -3.2447 -1.2007
H 2.4402 -4.2895 -0.1365
H -0.2155 -2.9324 -4.2814
H -1.2207 -3.9713 -3.2358
H -0.8023 -4.4966 -4.8775
C -0.2742 -2.1348 1.6987
O -0.2741 -2.8096 2.9631
C -0.5310 -2.0236 4.0064
O -0.7596 -0.8425 3.9669
O -0.4947 -2.7735 5.1115
C -0.7442 -2.0500 6.3188
H -0.0466 -2.8824 0.9445
H -1.2516 -1.7018 1.4949
H 0.4886 -1.3597 1.6754
H -1.7353 -1.6017 6.3045
H 0.0103 -1.2801 6.4691
H -0.6923 -2.7717 7.1286
C -5.7109 -1.7519 8.0531
O -5.4974 -2.9239 8.8447
C -4.2295 -3.1120 9.2108
O -3.3032 -2.3937 8.9387
O -4.1646 -4.2334 9.9303
C -2.8499 -4.5632 10.3839
H -6.7733 -1.7246 7.8300
H -5.4311 -0.8579 8.6068
H -5.1451 -1.8062 7.1253
H -2.4574 -3.7792 11.0286
H -2.1805 -4.7206 9.5404
H -2.9451 -5.4857 10.9489
C -2.5261 2.8318 -3.3047
O -3.3282 3.7937 -4.0019
C -3.5397 4.9228 -3.3290
O -3.1395 5.1728 -2.2222
O -4.2805 5.7321 -4.0919
C -4.5792 6.9910 -3.4872
H -2.4404 1.9655 -3.9549
H -1.5336 3.2281 -3.1023
H -3.0067 2.5338 -2.3748
H -3.6653 7.5430 -3.2767
H -5.1480 6.8521 -2.5697
H -5.1784 7.5407 -4.2075
C -0.9523 -1.7993 -8.0034
O -1.5617 -1.0642 -6.9404
C -2.8631 -0.8329 -7.1068
O -3.5313 -1.1827 -8.0451
O -3.2990 -0.1521 -6.0458
C -4.6901 0.1705 -6.0860
H 0.0952 -1.9146 -7.7412
H -1.4097 -2.7823 -8.1009
H -1.0331 -1.2549 -8.9421
H -5.2953 -0.7336 -6.1160
H -4.9140 0.7990 -6.9456
H -4.9071 0.7211 -5.1751

Atoms 1-2, force components in eV/Å:
0.2 -0.1 0.3
0.1 0.5 -0.3

Mulliken population analysis, charges in e, atoms 1 to 6:
1 C -1.047
2 C 0.299
3 F -0.422
4 B 0.244
5 C -0.940
6 C -0.330

No. 3
Density functional theory data (ωB97M-V/def2-TZVPD) for a cluster of 2 separate species, C6H10O in total.

* SMILES: C=C/C=C/O.C=C
* E_LUMO: 0.889 eV
* frontier orbital gap: 0.338 Eh

Atoms and positions in Å:
C 1.4734 0.9760 -1.0847
C 1.9098 -0.0784 -0.3892
C 1.0997 -1.2028 0.0946
C -0.0907 -1.5452 -0.4097
O -0.9042 -2.5271 0.0527
H 0.4249 1.1081 -1.3388
H 2.1594 1.7514 -1.4131
H 2.9674 -0.1240 -0.1304
H 1.5044 -1.7848 0.9238
H -0.5349 -1.0473 -1.2666
H -0.5014 -2.9193 0.8400
C -2.0759 0.8292 0.5308
C -1.0936 1.6516 0.8825
H -2.1380 -0.1859 0.9163
H -2.8512 1.1302 -0.1698
H -0.3056 1.3410 1.5641
H -1.0218 2.6626 0.4880

Atoms 1-2, force components in eV/Å:
0.0 -0.1 0.1
0.0 0.1 -0.1

natural (NBO) population analysis, charges in e, atoms 1 to 6:
1 C -0.405
2 C -0.203
3 C -0.377
4 C 0.196
5 O -0.670
6 H 0.196

No. 4
Density functional theory data (ωB97M-V/def2-TZVPD) for an isolated molecule of C3H8N4O4 at a distorted geometry.

* SMILES: O=CN[C@H](O)NC/N=[N+](\[O-])O
* E_LUMO: 0.471 eV
* frontier orbital gap: 0.371 Eh

Atoms and positions in Å:
O 0.7056 -0.4944 -2.3529
C -0.3427 -0.0606 -2.0221
N -1.0525 -0.5657 -0.9336
C -0.3915 -1.6216 -0.0833
O -1.4103 -2.4028 0.4062
N 0.3985 -1.1378 1.0064
C 1.3405 -0.1464 0.6134
N 0.7112 1.1074 0.1679
N 0.6499 2.0034 0.9925
O 1.1177 2.1220 2.0652
O -0.2828 2.9409 0.4292
H -0.9006 0.9012 -2.5109
H -1.7985 -0.0226 -0.6470
H 0.2039 -2.3243 -0.8049
H -1.8950 -2.7744 -0.2975
H -0.2656 -0.5480 1.6288
H 1.9830 0.0178 1.4432
H 1.8176 -0.4359 -0.2972
H -0.5883 3.4417 1.1968

Atoms 1-2, force components in eV/Å:
1.6 -0.5 -1.2
-3.1 2.0 1.1

natural (NBO) population analysis, charges in e, atoms 1 to 6:
1 O -0.611
2 C 0.570
3 N -0.690
4 C 0.390
5 O -0.707
6 N -0.588

No. 5
Density functional theory data (ωB97M-V/def2-TZVPD) for an isolated molecule of CH4S2 at a distorted geometry.

* E_LUMO: -0.094 eV
* frontier orbital gap: 0.297 Eh

Atoms and positions in Å:
C -0.6387 -0.3125 0.4963
S 0.7958 0.8312 0.3190
S 2.2595 0.1926 -1.0832
H -0.5152 -1.3179 -0.0427
H -1.4247 0.1018 -0.2567
H -0.9281 -0.5772 1.5798
H 0.4515 1.0820 -1.0125

Atoms 1-2, force components in eV/Å:
-1.3 -1.9 -1.5
-0.5 -0.2 -1.6

natural (NBO) population analysis, charges in e, atoms 1 to 6:
1 C -0.814
2 S 0.330
3 S -0.518
4 H 0.258
5 H 0.247
6 H 0.256

No. 6
Density functional theory data (ωB97M-V/def2-TZVPD) for a cluster of 2 separate species, C2H6N4 in total at a distorted geometry.

* E_LUMO: -8.501 eV
* frontier orbital gap: 0.454 Eh
* total charge: +2

Atoms and positions in Å:
C 1.6235 0.1455 -0.7346
C -1.9516 -0.2902 0.3653
N -1.4594 0.0530 -0.6509
N 1.3761 -0.6571 0.0896
N 1.7030 1.1057 -1.5645
N -2.3608 -0.3922 1.5210
H -1.4594 -0.0454 -1.7023
H 1.8397 -1.4227 0.5819
H 1.1121 1.1501 -2.3445
H 2.0460 2.0812 -1.3430
H -2.5401 -1.3534 1.8064
H -2.7678 0.3526 2.0469

Atoms 1-2, force components in eV/Å:
-0.3 -0.5 1.2
1.5 2.5 -4.6

natural (NBO) population analysis, charges in e, atoms 1 to 6:
1 C 0.785
2 C 0.790
3 N -0.533
4 N -0.490
5 N -0.756
6 N -0.738

No. 7
Density functional theory data (ωB97M-V/def2-TZVPD) for an isolated molecule of C4H8O at a distorted geometry.

* SMILES: COC1CC1
* E_LUMO: 1.192 eV
* frontier orbital gap: 0.395 Eh

Atoms and positions in Å:
C -0.2499 0.6435 1.7883
O 0.7323 0.6698 0.7669
C 0.6428 -0.3598 -0.1507
C -0.6340 -0.4632 -1.0173
C 0.6863 -0.1017 -1.5765
H -1.2478 0.2091 1.4723
H 0.1838 -0.0133 2.6230
H -0.4238 1.7745 2.1002
H 1.0394 -1.3673 0.1979
H -1.2655 -1.4110 -1.1932
H -1.3661 0.3425 -0.8547
H 1.1270 -0.8132 -2.2159
H 0.7753 0.8900 -1.9403

Atoms 1-2, force components in eV/Å:
-0.2 0.8 1.2
-0.3 0.4 -0.5

natural (NBO) population analysis, charges in e, atoms 1 to 6:
1 C -0.262
2 O -0.531
3 C 0.092
4 C -0.469
5 C -0.434
6 H 0.181

No. 8
Density functional theory data (ωB97M-V/def2-TZVPD) for a cluster of 11 separate species, C48H55N5O28S3 in total at a distorted geometry.

* SMILES: O=[N+]([O-])c1ccccc1.O=[N+]([O-])c1ccccc1.O=[N+]([O-])c1ccccc1.O=[N+]([O-])c1ccccc1.O=[N+]([O-])c1ccccc1.O=S1(=O)OCCO1.O=S1(=O)OCCO1.O=S1(=O)OCCO1.O=C1CCCO1.O=C1CCCO1.O=C1CCCO1
* E_LUMO: -1.192 eV
* frontier orbital gap: 0.297 Eh

Atoms and positions in Å:
O -0.2432 5.7403 7.2776
N 0.3143 5.7718 6.1939
O 1.3176 6.4077 5.9527
C -0.2779 5.0026 5.0940
C -1.5924 4.5764 5.2124
C -2.1846 3.9157 4.1550
C -1.4543 3.6397 2.9964
C -0.1454 4.0720 2.9070
C 0.4176 4.8177 3.9182
H -2.1847 4.7971 6.0905
H -3.2598 3.7965 4.0724
H -1.9136 3.1156 2.1704
H 0.4476 3.9242 2.0132
H 1.3661 5.3236 3.8003
O 1.5788 2.1027 -1.4679
N 0.6556 2.3398 -0.7157
O 0.1607 3.4602 -0.6074
C 0.0592 1.2830 0.0666
C -1.3065 1.2516 0.1392
C -1.9287 0.1447 0.6912
C -1.1563 -0.8240 1.3527
C 0.2226 -0.7972 1.2062
C 0.8644 0.2493 0.5387
H -1.8275 2.0994 -0.2934
H -3.0117 0.1029 0.6524
H -1.6716 -1.5655 1.9370
H 0.8645 -1.5552 1.6254
H 1.9274 0.2317 0.3586
O -5.4673 -0.4887 -0.2153
N -5.9365 0.4641 0.3617
O -5.4643 0.9644 1.3573
C -7.1354 1.1292 -0.1299
C -7.9090 1.9641 0.6662
C -8.9801 2.6312 0.1139
C -9.2205 2.5640 -1.2519
C -8.4101 1.7922 -2.0741
C -7.4324 1.0114 -1.4866
H -7.6990 2.0617 1.7241
H -9.5850 3.2750 0.7358
H -10.0415 3.1074 -1.7046
H -8.5557 1.6551 -3.1351
H -6.8099 0.3685 -2.1005
O 6.3252 -3.7906 2.5097
N 5.8545 -4.3072 1.5055
O 4.6927 -4.2903 1.1868
C 6.7798 -5.0012 0.6159
C 7.9193 -4.3651 0.1781
C 8.7260 -5.0014 -0.7456
C 8.3534 -6.2564 -1.2055
C 7.1827 -6.8735 -0.7995
C 6.3568 -6.1886 0.0664
H 8.1737 -3.4018 0.6074
H 9.6461 -4.6025 -1.1457
H 8.9693 -6.7377 -1.9593
H 6.9079 -7.8375 -1.1979
H 5.4900 -6.6953 0.4767
O -4.0159 4.5140 1.4128
N -3.8787 5.1659 0.3879
O -3.9006 6.3757 0.3012
C -3.6045 4.4035 -0.8135
C -4.2911 3.2209 -1.0425
C -3.9402 2.4697 -2.1405
C -3.0934 2.9798 -3.1123
C -2.4457 4.1980 -2.8894
C -2.7106 4.9186 -1.7285
H -4.9709 2.8929 -0.2657
H -4.3155 1.4679 -2.3186
H -2.9104 2.4148 -4.0161
H -1.7078 4.5729 -3.5873
H -2.2804 5.8919 -1.5287
O 6.7803 4.2128 -5.0281
S 5.8756 4.0973 -3.9538
O 5.9678 4.9364 -2.8152
O 4.3887 4.1131 -4.4638
C 3.6338 2.8933 -4.0292
C 4.7351 1.8578 -3.9709
O 5.8699 2.5734 -3.5103
H 3.2004 3.1295 -3.0615
H 2.9656 2.8194 -4.8794
H 4.9645 1.4449 -4.9500
H 4.5520 1.1508 -3.1740
O -1.9316 -2.9174 6.2554
S -2.7970 -3.2759 5.2054
O -2.4983 -4.4762 4.5218
O -4.2905 -3.1375 5.6602
C -4.8647 -1.8684 5.2938
C -4.1218 -1.4607 4.0456
O -2.8589 -2.1132 4.1186
H -5.9227 -2.0710 5.1677
H -4.7540 -1.1423 6.1041
H -3.9085 -0.4136 3.8600
H -4.7293 -1.8499 3.2194
O 4.9642 -0.9318 -1.2395
S 4.6466 -1.8732 -2.2321
O 3.9804 -3.0855 -1.9645
O 3.9316 -1.1291 -3.4653
C 4.2901 -1.8010 -4.6668
C 5.6489 -2.5070 -4.3986
O 5.9798 -2.1634 -3.0385
H 3.5348 -2.5533 -4.8940
H 4.3391 -1.0881 -5.4835
H 6.4748 -2.1827 -5.0238
H 5.5594 -3.5927 -4.4618
O -0.8654 -3.8042 -3.7666
C -1.5638 -3.0748 -3.1317
C -1.3998 -1.5846 -2.8920
C -2.7955 -1.1675 -2.4480
C -3.2655 -2.4344 -1.7269
O -2.6750 -3.5035 -2.4999
H -0.7381 -1.5551 -2.0138
H -1.0088 -1.0317 -3.7352
H -2.8391 -0.2720 -1.8340
H -3.4871 -1.0075 -3.2855
H -2.9184 -2.4126 -0.6908
H -4.3388 -2.5938 -1.7330
O 3.0728 3.1553 2.8363
C 3.7710 3.2205 1.8715
C 5.2831 3.2106 1.7971
C 5.6223 2.7786 0.3169
C 4.3121 3.1595 -0.3636
O 3.2648 3.2719 0.6039
H 5.7619 4.1853 1.9094
H 5.7554 2.5897 2.5531
H 6.3928 3.4149 -0.1119
H 5.9381 1.7440 0.2167
H 4.4332 3.9676 -1.0906
H 3.8988 2.3848 -1.0282
O -2.0844 -3.6010 1.1869
C -2.1266 -4.7822 1.0986
C -0.9682 -5.7703 1.1694
C -1.6722 -7.1041 1.2946
C -3.0366 -6.8329 0.6500
O -3.2811 -5.4273 0.8550
H -0.3844 -5.6068 0.2624
H -0.4151 -5.4542 2.0527
H -1.1961 -7.9871 0.8781
H -1.8545 -7.2950 2.3545
H -3.0584 -7.0793 -0.4134
H -3.8426 -7.3573 1.1602

Atoms 1-2, force components in eV/Å:
0.1 0.0 -0.2
-0.1 0.1 0.1

Mulliken population analysis, charges in e, atoms 1 to 6:
1 O -0.607
2 N 1.001
3 O -0.602
4 C -0.102
5 C -0.341
6 C -0.842

No. 9
Density functional theory data (ωB97M-V/def2-TZVPD) for a structure of composition C4H9N at a distorted geometry.

* E_LUMO (spin up / spin down): 0.487 / 0.487 eV
* frontier orbital gap (spin up / spin down): 0.322 / 0.322 Eh

Atoms and positions in Å:
C 1.5764 -0.3336 -1.2405
C 0.5523 -0.5540 -0.1648
C -0.3468 -1.5663 -0.2245
H 0.8408 -0.1738 0.8614
H 2.5175 0.1106 -0.9150
H 1.2665 0.3817 -2.0053
H 1.8172 -1.2554 -1.7747
H -0.4903 -2.1468 -1.1268
H -0.9097 -1.8957 0.6372
C -1.6704 1.6248 1.4810
N -0.5100 1.6417 1.0252
H -0.1200 0.7548 0.1002
H -2.5639 1.2733 0.9425
H -1.9596 2.1386 2.4041

Atoms 1-2, force components in eV/Å:
0.2 0.5 -1.0
1.0 -2.0 1.3

natural (NBO) population analysis, charges in e, atoms 1 to 6:
1 C -0.645
2 C -0.354
3 C -0.300
4 H 0.266
5 H 0.229
6 H 0.224

No. 10
Density functional theory data (ωB97M-V/def2-TZVPD) for a structure of composition C22H23F5N2ORuSSeSi at a distorted geometry.

* E_LUMO (spin up / spin down): -5.427 / -4.904 eV
* frontier orbital gap (spin up / spin down): 0.205 / 0.225 Eh
* total charge: +1
* 2S+1: 2

Atoms and positions in Å:
Ru -0.1930 0.8074 -0.5943
C 4.9349 -3.1430 1.0846
Si 3.8755 -2.9012 -0.4239
C 2.3699 -3.9767 -0.2695
C 4.8168 -3.3166 -1.9655
C 3.5086 -1.0290 -0.4646
C 4.5452 -0.1591 -0.1181
C 4.3642 1.2162 -0.0524
C 3.1071 1.7127 -0.2976
N 2.0996 0.9150 -0.6574
C 2.2988 -0.4018 -0.7771
S 0.8469 -1.1664 -1.4054
H 5.1495 -4.2096 1.2167
H 4.4253 -2.7884 1.9871
H 5.8960 -2.6224 1.0095
H 2.6993 -4.9773 0.0374
H 1.8319 -4.0751 -1.2171
H 1.6666 -3.6039 0.4825
H 5.1024 -4.3752 -1.9530
H 5.7310 -2.7208 -2.0553
H 4.2070 -3.1437 -2.8590
H 5.5249 -0.5673 0.1151
H 5.1771 1.8857 0.1917
H 2.9114 2.7765 -0.2445
O 0.4932 2.6092 1.0054
C -0.3836 3.2051 1.9953
C -1.0717 4.4538 1.4676
C -1.3687 4.3961 -0.0348
C -2.1454 3.2057 -0.5287
C -3.4722 3.0006 -0.1772
C -4.1989 1.9894 -0.7832
C -3.6021 1.2233 -1.7728
C -2.2772 1.4598 -2.0604
N -1.5398 2.4002 -1.4278
H 1.0448 3.3033 0.6351
H 0.1822 3.4360 2.8955
H -1.1052 2.4408 2.2528
H -0.4413 5.3277 1.6424
H -1.9885 4.6086 2.0408
H -0.4473 4.4446 -0.6103
H -1.9474 5.2856 -0.2932
H -3.9326 3.6432 0.5634
H -5.2353 1.8252 -0.5115
H -4.1545 0.4706 -2.3224
H -1.7841 0.9450 -2.8676
F -6.1962 -3.5145 0.2364
C -5.1160 -2.7848 0.4446
C -4.9173 -2.1825 1.6683
F -5.8124 -2.3396 2.6351
C -3.7916 -1.4176 1.8712
F -3.6369 -0.8412 3.0647
C -2.8343 -1.2223 0.8777
Se -1.3530 -0.1193 1.3375
C -3.0638 -1.8514 -0.3419
F -2.2256 -1.7292 -1.3631
C -4.1876 -2.6197 -0.5631
F -4.3866 -3.1877 -1.7455

Atoms 1-2, force components in eV/Å:
1.4 -0.7 0.7
0.2 0.0 0.2

natural (NBO) population analysis, charges in e, atoms 1 to 6:
1 Ru 0.752
2 C -1.119
3 Si 1.632
4 C -1.125
5 C -1.120
6 C -0.474

Number 1: calculated total energy -382.36606 Ha. Number 2: calculated total energy -2484.12102 Ha. Number 3: calculated total energy -309.77068 Ha. Number 4: calculated total energy -638.93500 Ha. Number 5: calculated total energy -836.77711 Ha. Number 6: calculated total energy -298.09847 Ha. Number 7: calculated total energy -232.36711 Ha. Number 8: calculated total energy -5436.61339 Ha. Number 9: calculated total energy -212.41902 Ha. Number 10: calculated total energy -4719.94105 Ha.